The following is a quantum chemistry calculation of a molecular structure, CH7AlBFN2O5PS, from OMol25.

Computed properties:
F_max ... 7.41 eV/Å
Kohn-Sham gap ... 2.73 eV
LUMO ... -17.802 eV
HOMO ... -20.5 eV

The geometry in ORCA input format:
```
! wB97M-V def2-TZVPD RIJCOSX def2/J DEFGRID3
* xyz 3 1
N 0.855 2.747 -1.396
P -0.557 1.762 -1.318
O -0.673 1.056 -2.815
N -0.266 0.611 -0.017
C 0.390 -0.662 -0.453
B 1.110 -1.335 0.890
O 0.773 -2.715 1.267
O 1.996 -0.594 1.677
S -1.678 0.360 0.926
O -2.232 -1.008 0.803
O -2.740 1.357 0.572
F -1.214 0.667 2.478
H 1.277 2.715 -2.346
H 1.547 2.302 -0.762
H -1.589 0.733 -3.017
H 1.253 -0.373 -1.136
H -0.303 -1.376 -0.975
H 0.605 -3.190 0.418
H 1.523 0.094 2.196
Al -0.077 -3.151 3.007
*
```